DFT (the ωB97M-V functional and the def2-TZVPD basis) results for a molecular structure, C2H5OV.

Properties
Max |F|: 1.49 eV/Å
Multiplicity: 4
Charge: -1
HOMO energy (alpha / beta): -2.0 / -1.1 eV
Electronic energy: -29885.2043 eV

Element x y z (Å)
C: -0.018 -0.575 -0.040
C: -1.130 0.430 0.052
H: 0.084 -1.197 0.867
H: 0.033 -1.080 -1.020
H: -1.714 0.325 0.980
H: -1.804 0.400 -0.818
V: 3.021 0.104 -0.099
O: 1.147 0.353 -0.003
H: 0.381 1.241 0.082

Atomic partial charges in e from the Löwdin method, atoms 1 to 4: -0.409 -0.208 0.079 0.078



DFT (the ωB97M-V functional and the def2-TZVPD basis) results for a single C13H14N2O4S2 molecule.

Properties
Max |F|: 4.34 eV/Å
Energy relative to the best compared isomer or geometry (same formula, charge and spin): 2.187 eV
Multiplicity: 1
SMILES: CCc1cc(C(=O)O)cc(S(=O)(=O)c2cnc(CN)s2)c1
HOMO energy: -9.6 eV
Electronic energy: -46546.5564 eV

Element x y z (Å)
O: 1.954 4.411 0.156
O: 3.068 -1.870 -0.194
O: 3.375 -0.149 -1.858
N: -0.633 -1.392 -3.512
O: 1.492 4.656 2.261
S: 0.559 -3.038 -1.878
C: 1.548 3.955 1.163
C: -0.605 -2.689 -3.091
C: 0.297 -0.695 -2.729
C: 1.017 -1.427 -1.886
C: 0.450 2.077 2.221
C: 1.617 1.747 0.140
C: 0.725 -0.150 1.260
C: 1.110 2.584 1.089
C: 0.233 0.655 2.307
C: 1.527 0.362 0.222
N: -3.006 -2.830 -3.911
C: -1.732 -3.527 -3.533
C: -2.084 0.573 3.375
C: -0.662 0.039 3.317
S: 2.420 -0.763 -0.925
H: 1.901 5.494 1.928
H: 0.418 0.384 -2.975
H: 0.123 2.628 3.086
H: 2.301 2.126 -0.590
H: 0.561 -1.258 1.278
H: -2.914 -1.878 -4.200
H: -3.605 -2.844 -3.061
H: -1.391 -4.197 -4.367
H: -1.927 -4.352 -2.778
H: -2.579 -0.010 4.185
H: -2.582 0.588 2.359
H: -2.082 1.687 3.765
H: -0.142 0.055 4.284
H: -0.750 -0.953 3.094

Atomic partial charges in e from the Löwdin method, atoms 1 to 4: 0.141 -0.339 -0.306 0.062



DFT (the ωB97M-V functional and the def2-TZVPD basis) results for a molecular structure, C38H76CdN4O20.

Properties
Max |F|: 7.54 eV/Å
Multiplicity: 1
Charge: -2
HOMO energy: -1.4 eV
Electronic energy: -92096.8373 eV

Element x y z (Å)
O: 1.042 3.686 -3.904
H: 0.253 3.455 -3.410
H: 1.003 4.492 -4.424
H: 1.242 3.023 -4.569
Cd: -1.464 3.749 -0.075
C: -4.179 0.541 0.770
C: -5.406 0.065 1.107
C: -6.515 0.893 1.698
O: -7.657 0.455 2.130
C: -6.341 2.218 1.761
C: -5.046 2.802 1.553
C: -3.837 1.923 0.989
O: -2.766 2.426 0.671
O: -4.906 3.992 1.960
O: -5.502 -1.177 0.628
H: -3.438 -0.042 0.244
H: -7.177 2.734 2.209
C: -2.504 8.004 -5.929
C: -3.539 7.152 -5.567
C: -3.218 5.974 -4.703
O: -4.024 4.966 -4.476
C: -1.920 5.688 -4.295
C: -0.800 6.513 -4.653
C: -1.133 7.896 -5.391
O: -0.295 8.771 -5.522
O: 0.350 6.250 -4.247
O: -4.746 7.474 -5.928
H: -2.785 8.805 -6.597
H: -1.690 4.840 -3.667
C: -0.556 0.375 -1.267
C: -0.938 1.519 -2.262
O: -0.586 2.812 -1.767
H: -1.014 -0.549 -1.620
H: -1.156 0.500 -0.366
H: 0.497 0.173 -1.069
H: -2.022 1.414 -2.314
H: -0.600 1.257 -3.265
O: 0.425 3.675 0.874
H: 0.796 4.455 1.287
H: 1.186 3.175 0.578
O: -3.870 -1.764 -2.118
H: -3.777 -0.921 -1.674
H: -3.052 -1.872 -2.603
C: 2.698 1.207 0.840
O: 2.971 2.581 0.625
C: 3.732 2.919 -0.555
C: 3.605 4.426 -0.799
N: 4.282 4.909 0.426
C: 4.097 6.383 0.464
C: 5.131 7.091 1.369
O: 6.491 7.078 0.835
C: 7.494 7.817 1.462
H: 3.320 0.536 0.247
H: 1.649 1.163 0.548
H: 2.727 0.790 1.847
H: 3.374 2.329 -1.398
H: 4.799 2.785 -0.381
H: 2.578 4.676 -1.069
H: 4.134 4.496 -1.749
H: 4.031 4.432 1.280
H: 3.093 6.499 0.872
H: 4.316 6.580 -0.586
H: 5.218 6.702 2.384
H: 4.920 8.160 1.408
H: 7.220 8.474 2.287
H: 7.974 8.325 0.625
H: 8.282 7.142 1.795
C: -1.315 -1.973 -4.320
O: -1.470 -2.420 -2.974
C: -0.607 -3.547 -2.722
C: -0.892 -3.956 -1.290
N: -2.326 -4.013 -0.891
C: -2.917 -5.325 -1.404
C: -4.417 -5.504 -1.242
O: -4.818 -5.536 0.192
C: -6.124 -5.802 0.555
H: -1.769 -1.004 -4.528
H: -1.718 -2.668 -5.057
H: -0.301 -1.720 -4.627
H: 0.419 -3.178 -2.730
H: -0.643 -4.424 -3.368
H: -0.549 -3.273 -0.513
H: -0.218 -4.808 -1.203
H: -2.773 -3.299 -1.448
H: -2.416 -6.223 -1.042
H: -2.886 -5.297 -2.493
H: -4.857 -6.434 -1.599
H: -4.738 -4.596 -1.752
H: -6.176 -6.338 1.503
H: -6.628 -6.389 -0.213
H: -6.707 -4.881 0.570
C: -1.008 0.534 3.190
O: -0.378 -0.203 4.196
C: 0.875 -0.790 3.999
C: 1.148 -1.558 2.648
N: 0.754 -2.950 2.635
C: -0.724 -3.159 2.502
C: -1.046 -4.708 2.464
O: -2.391 -4.924 2.799
C: -2.599 -6.278 3.296
H: -0.610 1.549 3.173
H: -2.001 0.635 3.628
H: -0.846 0.074 2.215
H: 1.106 -1.488 4.804
H: 1.590 0.032 4.025
H: 2.215 -1.538 2.428
H: 0.777 -1.043 1.762
H: 1.255 -3.326 3.427
H: -1.149 -2.684 1.617
H: -1.271 -2.872 3.400
H: -0.359 -5.250 3.114
H: -1.007 -5.070 1.437
H: -3.678 -6.433 3.262
H: -2.094 -6.376 4.256
H: -2.271 -7.008 2.556
C: 1.847 -4.127 5.579
O: 2.573 -3.635 4.410
C: 3.365 -4.609 3.830
C: 3.847 -4.015 2.467
N: 2.907 -4.353 1.398
C: 3.434 -3.959 0.075
C: 2.704 -2.781 -0.650
O: 3.439 -2.508 -1.872
C: 3.603 -1.150 -2.362
H: 1.310 -3.398 6.185
H: 2.587 -4.540 6.265
H: 1.296 -4.948 5.120
H: 2.923 -5.584 3.623
H: 4.238 -4.899 4.413
H: 4.796 -4.438 2.137
H: 4.081 -2.951 2.505
H: 1.991 -3.982 1.607
H: 3.343 -4.863 -0.527
H: 4.505 -3.764 0.138
H: 2.515 -1.923 -0.006
H: 1.672 -3.110 -0.772
H: 4.443 -1.165 -3.057
H: 3.928 -0.546 -1.516
H: 2.741 -0.627 -2.777

Atomic partial charges in e from the Löwdin method, atoms 1 to 4: 0.286 0.078 0.099 0.159



DFT (the ωB97M-V functional and the def2-TZVPD basis) results for 2 unconnected molecules or ions with the total composition C4H5N2O2.

Properties
Max |F|: 5.68 eV/Å
Energy relative to the best compared isomer or geometry (same formula, charge and spin): 4.224 eV
Multiplicity: 1
Charge: +1
HOMO energy (alpha / beta): -13.9 / -13.9 eV
Electronic energy: -11291.2346 eV

Element x y z (Å)
C: -0.179 2.107 0.297
C: 0.805 1.424 -0.362
C: -0.954 1.209 0.910
C: 1.186 -0.949 -0.818
N: 0.480 0.123 -0.265
N: -0.208 -2.612 -0.573
O: 2.196 -0.984 -1.430
O: -0.563 -0.055 0.567
H: -0.442 3.249 0.360
H: 1.478 1.816 -1.146
H: -1.558 1.382 1.796
H: 0.325 -3.375 -0.154
H: -0.492 -2.590 -1.531

Atomic partial charges in e from the Löwdin method, atoms 1 to 4: 0.007 0.085 0.046 -0.156



DFT (the ωB97M-V functional and the def2-TZVPD basis) results for a molecular structure, C15H39ClI2P3Pr.

Properties
Max |F|: 1.73 eV/Å
Energy relative to the best compared isomer or geometry (same formula, charge and spin): 0.000 eV
Multiplicity: 3
Charge: +2
HOMO energy (alpha / beta): -14.0 / -14.0 eV
Electronic energy: -86834.3594 eV

Element x y z (Å)
I: 0.476 1.840 -6.330
I: -0.148 3.558 -4.280
Pr: 0.123 0.806 -2.174
P: -2.605 -0.023 -2.006
C: -3.471 1.168 -0.903
C: -3.043 0.401 -3.759
H: -4.118 0.290 -3.945
H: -4.165 -1.955 -1.707
H: -2.480 -0.232 -4.459
H: -2.502 -2.435 -2.202
H: -3.117 2.187 -1.080
H: -2.687 1.404 -4.052
C: -3.093 -1.741 -1.585
H: -4.553 1.142 -0.936
H: -2.770 -2.010 -0.565
H: -3.169 1.044 0.137
P: 2.923 0.024 -1.971
C: 3.787 1.193 -0.827
C: 3.517 -1.691 -1.614
H: 2.879 -0.186 -4.437
H: 4.505 0.343 -3.923
H: 3.070 1.428 -4.044
C: 3.428 0.439 -3.721
H: 2.950 -2.386 -2.250
H: 4.596 -1.860 -1.757
H: 4.870 1.175 -0.854
H: 3.470 1.069 0.211
H: 3.244 -2.053 -0.613
H: 3.451 2.212 -1.032
Cl: 0.195 -1.464 -3.390
C: -0.713 2.650 1.076
C: 0.136 1.563 1.803
C: 0.114 1.737 3.329
P: -0.303 -0.137 1.257
C: 1.255 -1.117 1.348
C: 2.107 -0.855 2.577
C: 1.033 -2.599 1.052
C: -1.561 -0.994 2.358
C: -1.040 -1.344 3.762
C: -2.903 -0.220 2.453
H: -1.766 2.571 1.382
H: -0.757 2.728 -0.034
H: -0.342 3.625 1.412
H: 1.204 1.548 1.510
H: -0.894 1.655 3.755
H: 0.757 1.014 3.849
H: 0.508 2.743 3.539
H: 1.818 -0.731 0.424
H: 1.582 -1.201 3.476
H: 3.038 -1.440 2.502
H: 2.393 0.193 2.763
H: 0.600 -2.812 0.060
H: 2.022 -3.079 1.049
H: 0.388 -3.077 1.802
H: -1.699 -1.888 1.712
H: -0.760 -0.407 4.256
H: -1.870 -1.798 4.327
H: -0.145 -1.979 3.826
H: -3.455 -0.237 1.504
H: -3.495 -0.654 3.277
H: -2.810 0.857 2.661

Atomic partial charges in e from the Löwdin method, atoms 1 to 4: 0.312 0.344 0.057 0.710



DFT (the ωB97M-V functional and the def2-TZVPD basis) results for a molecular structure, C40H36FeGeN5O3S2.

Properties
Max |F|: 1.82 eV/Å
Multiplicity: 2
HOMO energy (alpha / beta): -7.4 / -7.8 eV
Electronic energy: -168230.1061 eV

Element x y z (Å)
Fe: -0.375 0.296 0.287
C: 3.643 0.525 -1.145
C: 2.187 0.217 -0.994
N: 1.664 0.045 0.172
N: 2.419 0.255 1.269
C: 1.846 0.483 2.465
N: 2.691 0.596 3.524
S: 0.185 0.513 2.683
C: 1.268 0.102 -2.099
C: 1.651 0.171 -3.442
C: 0.708 0.018 -4.432
C: -0.616 -0.223 -4.082
C: -0.921 -0.298 -2.738
N: -0.024 -0.132 -1.774
H: 3.900 1.421 -0.573
H: 3.899 0.723 -2.179
H: 4.255 -0.312 -0.799
H: 3.425 0.272 1.176
H: 3.613 0.978 3.375
H: 2.241 0.888 4.376
H: 2.686 0.317 -3.709
H: 0.995 0.067 -5.473
H: -1.384 -0.346 -4.830
H: -1.927 -0.536 -2.412
C: -2.357 -0.088 0.522
C: -2.488 1.352 0.485
C: -2.704 2.032 -0.727
C: -3.017 3.377 -0.751
C: -3.130 4.087 0.435
C: -2.935 3.438 1.650
C: -2.626 2.096 1.677
H: -2.786 -0.598 -0.331
H: -2.609 -0.538 1.478
H: -2.654 1.475 -1.654
H: -3.163 3.889 -1.691
H: -3.366 5.143 0.414
H: -3.054 3.987 2.577
H: -2.540 1.579 2.626
O: -0.413 5.426 -2.982
S: 0.703 4.966 -2.202
O: 2.016 5.177 -2.749
N: 0.506 3.398 -1.764
C: 0.433 3.276 -0.459
O: 0.387 2.179 0.164
C: 0.548 4.557 0.309
C: 0.528 4.723 1.681
C: 0.567 6.020 2.177
C: 0.622 7.113 1.318
C: 0.669 6.936 -0.061
C: 0.639 5.643 -0.538
H: 0.452 3.864 2.336
H: 0.546 6.186 3.247
H: 0.633 8.116 1.725
H: 0.724 7.779 -0.738
C: -0.491 -4.160 4.711
C: 0.594 -3.364 4.371
C: 0.633 -2.737 3.134
C: -0.386 -2.906 2.196
C: -1.456 -3.725 2.552
C: -1.519 -4.332 3.800
Ge: -0.328 -2.081 0.359
C: -1.799 -3.037 -0.628
C: -1.540 -3.768 -1.789
C: -2.563 -4.331 -2.543
C: -3.882 -4.189 -2.146
C: -4.162 -3.509 -0.969
C: -3.136 -2.947 -0.225
C: 1.357 -2.915 -0.396
C: 1.623 -2.958 -1.769
C: 2.784 -3.523 -2.278
C: 3.740 -4.047 -1.421
C: 3.503 -4.016 -0.055
C: 2.325 -3.472 0.442
H: -0.528 -4.647 5.678
H: 1.411 -3.232 5.070
H: 1.481 -2.106 2.907
H: -2.250 -3.904 1.839
H: -2.375 -4.945 4.057
H: -0.521 -3.928 -2.103
H: -2.321 -4.884 -3.443
H: -4.682 -4.615 -2.737
H: -5.187 -3.413 -0.632
H: -3.391 -2.434 0.693
H: 0.911 -2.549 -2.473
H: 2.943 -3.554 -3.350
H: 4.651 -4.481 -1.812
H: 4.238 -4.425 0.629
H: 2.159 -3.498 1.510

Atomic partial charges in e from the Löwdin method, atoms 1 to 4: 0.180 0.021 -0.237 -0.028